<one>
Here is one molecule with the formula C3H3NO3 from the OMol25 dataset. Energies are from the ωB97M-V functional and the def2-TZVPD basis.

Structure (ORCA input):
```
! wB97M-V def2-TZVPD RIJCOSX def2/J DEFGRID3
* xyz 0 1
O -2.39 -0.52 0.00
C -1.13 -0.10 -0.06
C 0.04 -0.94 0.01
C 1.06 -0.14 0.03
O 2.39 -0.30 0.00
O 0.69 1.09 -0.03
N -0.71 1.13 0.00
H -3.02 0.27 0.37
H 0.06 -2.00 -0.22
H 2.64 -1.24 0.22
*
```

Summary:
Structure (SMILES): Oc1cc(O)on1

=====

<two>
Here is one molecule with the formula C3H3NO3 from the OMol25 dataset. Energies are from the ωB97M-V functional and the def2-TZVPD basis.

Structure (ORCA input):
```
! wB97M-V def2-TZVPD RIJCOSX def2/J DEFGRID3
* xyz 0 1
C -0.47 1.78 -0.26
C 0.66 -0.31 0.06
C -1.76 -0.26 0.01
N 1.87 -0.79 -0.16
O -2.67 -1.00 0.04
O -1.61 1.06 -0.04
O -0.50 -0.93 -0.04
H -0.29 2.47 0.58
H 2.11 -1.77 -0.37
H 2.66 -0.24 0.17
*
```

=====

Referenced to the most stable arrangement, the calculated values in kcal/mol are <one> 0.0; <two> 71.5.

=====

<one>
Here is a 2-piece molecular cluster, C6H13NO overall from the OMol25 dataset. Energies are from the ωB97M-V functional and the def2-TZVPD basis.

Structure (ORCA input):
```
! wB97M-V def2-TZVPD RIJCOSX def2/J DEFGRID3
* xyz 0 1
C 0.95 -1.24 0.79
C 1.14 -1.27 -0.52
C 1.09 -0.02 -1.36
C 1.31 -2.57 -1.26
H 0.94 -2.18 1.32
H 0.84 -0.33 1.36
H 1.88 0.00 -2.11
H 1.15 0.90 -0.80
H 0.14 0.02 -1.91
H 1.13 -3.41 -0.59
H 2.31 -2.65 -1.68
H 0.56 -2.67 -2.05
C -2.33 1.61 0.26
N -1.50 1.36 1.43
C -0.36 2.05 1.65
O 0.04 2.93 0.92
H -2.22 2.65 -0.05
H -3.36 1.34 0.49
H -1.99 0.98 -0.57
H -1.91 0.80 2.15
H 0.18 1.71 2.54
*
```

Summary:
Structure (SMILES): C=C(C)C.CNC=O

=====

<two>
Here is a 2-piece molecular cluster, C6H13NO overall from the OMol25 dataset. Energies are from the ωB97M-V functional and the def2-TZVPD basis.

Structure (ORCA input):
```
! wB97M-V def2-TZVPD RIJCOSX def2/J DEFGRID3
* xyz 0 1
C -1.71 0.67 1.92
C -1.79 0.71 0.43
C -2.88 1.38 -0.29
N -0.76 0.17 -0.18
O -0.91 0.32 -1.57
H -0.84 0.10 2.14
H -2.01 1.66 2.31
H -2.66 0.21 2.29
H -3.80 1.32 0.38
H -3.11 1.03 -1.31
H -2.73 2.45 -0.42
H -0.31 -0.22 -2.02
C 1.32 -1.90 0.36
C 1.81 -1.94 -0.85
C 2.89 -1.07 -1.33
H 0.61 -2.66 0.57
H 1.64 -1.26 1.20
H 1.37 -2.68 -1.59
H 3.83 -0.81 -0.72
H 3.23 -1.30 -2.31
H 2.17 -0.15 -1.40
*
```

Summary:
Structure (SMILES): CC(C)=NO.C=CC

=====

<three>
Here is one molecule with the formula C6H13NO from the OMol25 dataset. Energies are from the ωB97M-V functional and the def2-TZVPD basis.

Structure (ORCA input):
```
! wB97M-V def2-TZVPD RIJCOSX def2/J DEFGRID3
* xyz 0 1
C 2.06 0.70 0.42
N 0.83 0.47 -0.33
C -0.08 1.59 -0.24
C -1.23 1.19 0.67
C -1.18 -0.35 0.79
C 0.11 -0.78 0.03
C -0.26 -1.46 -1.29
O -0.22 -2.87 -1.31
H 2.61 -0.23 0.46
H 2.62 1.48 -0.08
H 1.90 1.05 1.45
H -0.49 1.85 -1.21
H 0.36 2.52 0.13
H -1.13 1.58 1.69
H -2.21 1.55 0.35
H -1.09 -0.60 1.84
H -2.00 -0.84 0.28
H 0.81 -1.39 0.62
H 0.42 -1.13 -2.07
H -1.21 -1.06 -1.69
H -0.63 -3.25 -0.51
*
```

Summary:
Structure (SMILES): CN1CCC[C@H]1CO

=====

<four>
Here is one molecule with the formula C6H13NO from the OMol25 dataset. Energies are from the ωB97M-V functional and the def2-TZVPD basis.

Structure (ORCA input):
```
! wB97M-V def2-TZVPD RIJCOSX def2/J DEFGRID3
* xyz 0 1
C -1.48 -0.31 1.51
C -0.05 -0.17 0.88
C 0.44 1.27 1.05
C -0.04 -0.61 -0.58
C -1.30 -0.23 -1.36
N 1.14 -0.12 -1.32
C 2.41 -0.36 -0.94
O 2.70 -0.99 0.06
H -2.12 -0.97 0.92
H -1.37 -0.61 2.55
H -1.94 0.67 1.53
H 0.54 -0.83 1.50
H 0.19 1.90 0.21
H 1.53 1.30 1.18
H -0.04 1.74 1.91
H 0.08 -1.69 -0.64
H -1.94 -1.10 -1.41
H -1.81 0.63 -0.92
H -1.12 -0.01 -2.42
H 0.98 0.49 -2.11
H 3.19 0.02 -1.61
*
```

Summary:
Structure (SMILES): CC(C)[C@@H](C)NC=O

=====

Referenced to the most stable arrangement, the calculated values in kcal/mol are <one> 13.3; <two> 84.6; <three> 25.9; <four> 0.0.

=====

<one>
Here is one molecule with the formula CH2FPSi from the OMol25 dataset. Energies are from the ωB97M-V functional and the def2-TZVPD basis.

Structure (ORCA input):
```
! wB97M-V def2-TZVPD RIJCOSX def2/J DEFGRID3
* xyz 0 1
C 0.17 -1.25 -0.14
F 0.20 -2.59 0.04
Si -1.49 -0.28 -0.10
P -3.69 -0.02 0.04
H -0.88 1.04 -0.35
H 1.02 -0.79 0.36
*
```

=====

<two>
Here is one molecule with the formula CH2FPSi from the OMol25 dataset. Energies are from the ωB97M-V functional and the def2-TZVPD basis.

Structure (ORCA input):
```
! wB97M-V def2-TZVPD RIJCOSX def2/J DEFGRID3
* xyz 0 1
F -1.69 -1.28 0.00
C -0.86 -0.19 -0.01
P -1.13 1.47 -0.01
Si 0.87 0.39 -0.02
H 1.33 -0.28 1.21
H 1.48 -0.10 -1.17
*
```

Summary:
Structure (SMILES): FC1=P[SiH2]1

=====

Referenced to the most stable arrangement, the calculated values in kcal/mol are <one> 46.6; <two> 0.0.

=====

<one>
Here is a 2-piece molecular cluster, C5H14S overall from the OMol25 dataset. Energies are from the ωB97M-V functional and the def2-TZVPD basis.

Structure (ORCA input):
```
! wB97M-V def2-TZVPD RIJCOSX def2/J DEFGRID3
* xyz -1 2
C -1.36 -1.29 0.73
C -1.41 0.18 0.42
C 1.52 -0.72 0.80
S 0.28 -2.11 1.04
H -1.99 -1.53 1.65
H -1.67 -2.12 0.03
H -0.56 0.48 -0.17
H -1.52 0.68 1.42
H 2.02 -0.62 -0.16
H 1.14 0.26 1.01
H 2.28 -0.89 1.55
H -2.29 0.55 -0.10
C -0.38 3.03 -1.74
C 0.94 2.25 -1.98
H -0.98 3.14 -2.63
H -0.83 2.58 -0.87
H -0.17 4.06 -1.45
H 1.23 1.77 -1.08
H 1.75 3.02 -2.09
H 0.98 1.59 -2.85
*
```

=====

<two>
Here is a 2-piece molecular cluster, C5H14S overall from the OMol25 dataset. Energies are from the ωB97M-V functional and the def2-TZVPD basis.

Structure (ORCA input):
```
! wB97M-V def2-TZVPD RIJCOSX def2/J DEFGRID3
* xyz -1 2
C 0.13 1.67 0.78
C -0.26 2.44 2.01
C -0.83 2.44 -1.72
S -1.14 1.18 -0.43
H 1.06 1.90 0.25
H 0.28 0.66 1.13
H -1.26 2.24 2.32
H -0.10 3.52 2.01
H 0.15 2.24 -2.17
H -1.52 2.28 -2.55
H -0.94 3.44 -1.32
H 0.36 2.11 2.86
C 1.15 -3.20 -0.77
C -0.19 -3.40 -0.03
H 1.18 -3.60 -1.78
H 1.31 -2.12 -0.87
H 1.98 -3.60 -0.19
H -0.88 -3.03 -0.78
H -0.30 -4.41 0.37
H -0.17 -2.77 0.86
*
```

=====

Referenced to the most stable arrangement, the calculated values in kcal/mol are <one> 11.8; <two> 0.0.

=====

<one>
Here is an isolated ion of composition C4H8N3 and charge +1 from the OMol25 dataset. Energies are from the ωB97M-V functional and the def2-TZVPD basis.

Structure (ORCA input):
```
! wB97M-V def2-TZVPD RIJCOSX def2/J DEFGRID3
* xyz 1 1
C -2.38 -0.41 -0.48
N -1.87 -0.82 0.59
N -1.04 -1.50 1.16
C 0.18 -1.30 1.38
N 0.94 -0.38 0.67
C 0.63 0.46 -0.26
C 1.57 1.39 -0.80
H -3.11 0.31 -0.33
H -2.44 -0.86 -1.53
H 0.58 -2.01 2.02
H 1.90 -0.41 0.90
H -0.39 0.33 -0.53
H 1.43 2.44 -0.45
H 1.43 1.71 -1.93
H 2.57 1.06 -0.41
*
```

Summary:
Structure (SMILES): C=N/N=C\[NH+]=C\C

=====

<two>
Here is an isolated ion of composition C4H8N3 and charge +1 from the OMol25 dataset. Energies are from the ωB97M-V functional and the def2-TZVPD basis.

Structure (ORCA input):
```
! wB97M-V def2-TZVPD RIJCOSX def2/J DEFGRID3
* xyz 1 1
H 1.99 -1.94 0.54
N 1.91 -1.15 -0.12
N 2.04 -0.06 0.35
C 1.75 1.14 0.23
C 0.25 1.15 0.28
C -0.56 0.09 -0.17
C -1.97 0.00 0.36
N -0.22 -0.74 -1.15
H 2.39 2.09 0.34
H -0.21 1.68 1.11
H -2.18 -0.92 0.70
H -2.71 0.25 -0.45
H -2.03 0.62 1.26
H 0.54 -0.75 -1.89
H -0.98 -1.45 -1.38
*
```

Summary:
Structure (SMILES): [H]/N=N/C=C\C(C)=[NH2+]

=====

Referenced to the most stable arrangement, the calculated values in kcal/mol are <one> 7.3; <two> 0.0.